The following is a quantum chemistry calculation of C40H23ClIN10O7V as an isolated structure, from the Open Molecules 2025 dataset.

Each line ends with the Mulliken charge.
Positions of all 83 atoms, in Å:
V -0.13 -0.61 0.21  0.213
C 0.44 4.07 -1.73  -0.617
C -0.73 3.37 -1.56  -0.227
N -0.84 2.09 -1.92  -0.481
C 0.24 1.52 -2.43  0.141
C 1.42 2.24 -2.60  -0.297
N 1.53 3.52 -2.26  -0.606
C 0.15 0.09 -2.81  -0.298
C 0.45 -0.28 -4.09  -1.000
C 0.29 -1.64 -4.47  1.060
C -0.20 -2.51 -3.54  -1.227
C -0.48 -2.08 -2.23  0.397
N -0.26 -0.77 -1.86  0.993
C -1.03 -2.91 -1.22  0.080
C -1.31 -4.29 -1.37  -0.142
N -1.90 -5.01 -0.45  -0.722
C -2.24 -4.35 0.69  -0.728
C -1.92 -3.04 0.91  -0.355
N -1.30 -2.30 -0.02  0.511
C 0.61 -2.08 -5.85  0.403
C 0.46 -1.24 -6.94  -0.538
C 0.76 -1.71 -8.21  -0.376
N 1.21 -2.93 -8.47  -0.669
C 1.37 -3.73 -7.41  -0.383
C 1.10 -3.36 -6.11  -0.593
H 0.52 5.11 -1.42  0.410
H -1.61 3.84 -1.12  0.422
H 2.30 1.75 -3.00  0.628
H 0.80 0.46 -4.79  0.630
H -0.39 -3.54 -3.81  0.667
H -1.03 -4.80 -2.28  0.381
H -2.74 -4.93 1.47  0.403
H -2.14 -2.57 1.86  0.373
H 0.08 -0.24 -6.82  0.417
H 0.63 -1.06 -9.07  0.362
H 1.75 -4.73 -7.62  0.365
H 1.28 -4.06 -5.30  0.466
O -5.87 1.56 2.48  -0.521
C -4.91 0.58 2.56  0.479
O -5.00 -0.28 3.38  -0.509
C -3.85 0.68 1.53  0.132
C -4.03 1.08 0.21  -0.690
N -2.87 0.87 -0.43  -0.419
N -1.95 0.40 0.41  1.461
C -2.51 0.25 1.59  -0.360
C -1.51 -0.08 2.70  0.796
O -1.81 0.12 3.86  -0.779
O -0.39 -0.49 2.22  -0.817
H -5.58 2.24 1.86  0.362
H -4.90 1.45 -0.31  0.524
H -2.52 1.22 -1.32  0.264
Cl 3.54 5.47 2.91  -0.308
C 2.79 4.11 2.12  0.638
C 3.56 3.20 1.47  -0.531
C 2.97 2.09 0.83  0.371
I 4.25 0.75 -0.12  -0.003
C 1.61 1.86 0.82  -0.848
O 1.10 0.82 0.22  0.646
C 0.79 2.85 1.49  -0.074
N -0.55 2.69 1.44  0.371
C -1.32 3.54 2.07  -0.185
C -0.83 4.65 2.79  -1.120
C 0.51 4.86 2.82  -1.078
C 1.38 3.96 2.15  0.167
H 4.63 3.32 1.44  0.446
H -2.39 3.35 2.03  0.294
H -1.51 5.31 3.31  0.437
H 0.94 5.70 3.34  0.429
O 0.84 -3.26 2.11  -0.651
C 1.52 -3.09 1.12  -0.074
N 1.45 -2.03 0.22  0.851
C 2.32 -2.28 -0.82  -0.369
O 2.51 -1.61 -1.82  -0.595
C 3.05 -3.57 -0.55  0.429
C 3.99 -4.25 -1.29  -0.344
C 4.45 -5.46 -0.77  -0.545
C 3.96 -5.95 0.44  -0.465
C 3.00 -5.26 1.16  -0.585
C 2.57 -4.06 0.64  -0.125
H 4.36 -3.85 -2.23  0.525
H 5.20 -6.03 -1.32  0.417
H 4.34 -6.90 0.81  0.386
H 2.61 -5.63 2.10  0.507

As for the multiplicity: 4. The value obtained for the HOMO-LUMO gap (spin up / spin down) is 5.360 / 6.994 eV. The expectation value of S² is 3.78. As for the total charge: -1.

The following is a quantum chemistry calculation of C40H25F3N4O6PbS2 as an isolated structure, from the Open Molecules 2025 dataset.

Each line ends with the Mulliken charge.
Positions of all 81 atoms, in Å:
Pb -0.72 0.68 0.39  1.239
O -3.56 -0.49 -3.09  -0.480
C -2.47 -1.12 -2.66  0.066
O -1.34 -0.79 -2.86  -0.495
C -2.79 -2.32 -1.79  0.552
C -3.66 -3.33 -2.16  -0.718
C -3.75 -4.44 -1.34  -0.491
C -2.98 -4.49 -0.18  -0.473
C -2.19 -3.39 0.12  -0.145
N -2.09 -2.34 -0.67  0.285
C -1.41 -3.32 1.41  0.594
O -0.60 -4.36 1.67  -0.457
O -1.48 -2.41 2.19  -0.446
H -3.29 0.42 -3.36  0.434
H -4.25 -3.24 -3.07  0.515
H -4.40 -5.27 -1.60  0.443
H -3.03 -5.35 0.48  0.483
H -0.58 -4.97 0.92  0.394
S 4.50 -3.66 3.65  -0.209
C 3.90 -4.25 5.14  -0.359
C 2.60 -3.90 5.33  -0.636
C 2.08 -3.14 4.24  -0.352
C 2.99 -2.93 3.24  0.235
C 2.80 -2.19 1.98  0.764
C 1.64 -1.44 1.79  -0.893
N 1.37 -0.78 0.68  0.555
C 2.26 -0.79 -0.34  -0.350
C 3.46 -1.50 -0.24  0.762
C 4.38 -1.50 -1.35  -1.280
C 4.10 -0.82 -2.47  -1.049
C 2.87 -0.08 -2.61  0.911
C 2.54 0.63 -3.78  -0.802
C 1.35 1.32 -3.87  1.030
C 0.52 1.31 -2.73  -0.819
N 0.82 0.66 -1.62  0.788
C 1.97 -0.05 -1.55  -0.966
C 0.91 2.04 -5.07  0.173
C -0.30 2.64 -5.27  -0.180
C -0.41 3.25 -6.55  -0.706
C 0.72 3.11 -7.29  -0.335
S 1.92 2.23 -6.45  -0.221
C 3.71 -2.21 0.94  -0.510
H 4.54 -4.82 5.80  0.428
H 2.03 -4.17 6.21  0.372
H 1.06 -2.78 4.19  0.427
H 0.88 -1.37 2.57  0.315
H 5.31 -2.05 -1.25  0.425
H 4.79 -0.82 -3.31  0.443
H 3.23 0.61 -4.62  0.440
H -0.42 1.87 -2.72  0.094
H -1.12 2.61 -4.55  0.458
H -1.29 3.78 -6.90  0.400
H 0.93 3.47 -8.29  0.433
H 4.63 -2.77 1.03  0.442
C -3.52 1.75 4.14  -0.943
C -2.93 2.92 4.60  -0.394
C -1.67 3.28 4.15  -1.107
C -1.02 2.46 3.23  0.536
N -1.60 1.34 2.79  0.126
C -2.82 0.99 3.23  -0.194
C 0.33 2.77 2.66  0.805
C 1.21 3.57 3.39  -0.984
C 2.46 3.89 2.88  -0.664
C 2.83 3.41 1.64  -0.981
C 1.96 2.60 0.92  -0.052
C 0.70 2.25 1.41  0.158
H -4.51 1.45 4.47  0.413
H -3.46 3.57 5.30  0.411
H -1.21 4.20 4.48  0.382
H -3.22 0.07 2.82  0.483
H 0.93 3.93 4.37  0.361
H 3.14 4.51 3.46  0.374
H 3.81 3.65 1.22  0.424
H 2.28 2.23 -0.06  0.374
F -5.36 1.89 -1.89  -0.291
C -4.31 1.95 -1.07  1.052
F -4.26 0.80 -0.36  -0.190
F -4.53 2.95 -0.19  -0.288
C -2.96 2.15 -1.82  0.235
O -2.97 1.98 -3.06  -0.799
O -2.02 2.44 -1.05  -0.775

As for the multiplicity: 1. The value obtained for the HOMO-LUMO gap is 7.101 eV. As for the total charge: 0.

The following is a quantum chemistry calculation of C40H26F15GeN4OReS2 as an isolated structure, from the Open Molecules 2025 dataset.

Each line ends with the Mulliken charge.
Positions of all 90 atoms, in Å:
Re 0.81 0.09 0.56  1.081
C 1.72 -0.44 -2.55  -1.520
N 0.65 -0.92 -1.68  0.031
C 0.74 -2.33 -1.32  -1.713
C 1.82 -2.58 -0.28  1.438
C 2.64 -3.70 -0.36  -1.027
C 3.58 -3.94 0.63  -0.811
C 3.67 -3.04 1.68  -0.831
C 2.85 -1.93 1.68  -0.057
N 1.94 -1.70 0.73  0.547
C -0.67 -0.40 -2.06  -1.237
C -0.74 1.09 -1.79  1.184
C -1.28 1.97 -2.72  -0.977
C -1.28 3.33 -2.45  -0.594
C -0.70 3.78 -1.27  -1.152
C -0.18 2.85 -0.39  -0.149
N -0.23 1.53 -0.62  0.421
C 2.60 0.62 -1.92  1.047
C 3.50 1.32 -2.71  -1.028
C 4.30 2.30 -2.14  -0.519
C 4.18 2.55 -0.78  -0.917
C 3.25 1.82 -0.06  -0.408
N 2.47 0.88 -0.61  0.091
H 1.29 -0.03 -3.47  0.636
H 2.36 -1.28 -2.86  0.603
H 0.92 -2.96 -2.20  0.444
H -0.21 -2.64 -0.87  0.389
H 2.56 -4.38 -1.20  0.586
H 4.25 -4.79 0.58  0.515
H 4.39 -3.17 2.48  0.591
H 2.93 -1.18 2.46  0.291
H -1.44 -0.91 -1.48  0.358
H -0.88 -0.59 -3.12  0.528
H -1.69 1.60 -3.64  0.553
H -1.69 4.04 -3.16  0.495
H -0.63 4.83 -1.04  0.577
H 0.34 3.16 0.51  0.683
H 3.58 1.10 -3.77  0.563
H 5.00 2.86 -2.74  0.481
H 4.77 3.31 -0.29  0.532
H 3.13 1.99 1.00  0.626
F 1.69 1.22 2.98  0.432
C 1.76 1.13 4.35  -0.894
C 1.06 0.13 4.99  0.291
C 1.16 0.07 6.37  1.194
F 0.48 -0.90 6.98  -0.392
C 1.93 0.96 7.10  0.208
F 2.00 0.87 8.41  -0.261
C 2.63 1.97 6.43  0.480
F 3.37 2.83 7.09  -0.263
C 2.55 2.05 5.04  -0.253
F 3.19 3.00 4.36  -0.286
Ge -0.13 -1.23 4.14  -0.324
S -0.83 -0.49 2.07  -0.306
C 0.81 -2.97 3.92  0.226
C 0.31 -3.92 3.03  0.279
F -0.57 -3.48 2.12  -0.581
C 0.71 -5.25 3.07  0.209
F 0.21 -6.12 2.21  -0.316
C 1.64 -5.65 4.03  0.538
F 2.01 -6.91 4.11  -0.269
C 2.20 -4.70 4.90  0.152
F 3.14 -5.05 5.76  -0.288
C 1.77 -3.38 4.82  0.700
F 2.32 -2.43 5.60  -0.277
C -1.74 -1.48 5.27  -0.166
C -2.30 -2.73 5.45  0.515
F -1.83 -3.73 4.69  -0.215
C -3.31 -2.98 6.37  0.043
F -3.79 -4.20 6.52  -0.257
C -3.81 -1.91 7.12  0.639
F -4.79 -2.11 7.98  -0.248
C -3.26 -0.63 6.97  0.044
F -3.71 0.38 7.68  -0.281
C -2.24 -0.44 6.04  0.444
F -1.69 0.77 5.88  -0.323
O -1.42 1.05 3.10  -0.423
S -1.49 2.54 2.60  0.780
C -1.49 3.45 4.18  -0.234
C -2.70 4.36 4.14  -0.854
C -3.83 3.54 3.52  -0.566
C -3.26 2.88 2.28  -0.877
H -0.54 3.98 4.28  0.565
H -1.59 2.70 4.96  -0.220
H -2.50 5.25 3.54  0.333
H -2.95 4.68 5.15  0.407
H -4.68 4.18 3.25  0.405
H -4.19 2.80 4.23  0.303
H -3.25 3.56 1.43  0.452
H -3.75 1.95 2.00  0.388

As for the multiplicity: 4. The value obtained for the HOMO-LUMO gap (spin up / spin down) is 7.003 / 6.395 eV. The expectation value of S² is 3.95. As for the total charge: +3.

The following is a quantum chemistry calculation of C40H28MnN2OP2S3Se as an isolated structure, from the Open Molecules 2025 dataset.

Each line ends with the Mulliken charge.
Positions of all 78 atoms, in Å:
Mn -0.53 0.03 -0.12  -0.751
O 2.44 -0.80 -0.45  -0.777
S 1.59 0.26 0.05  1.904
C 2.20 0.61 1.72  -0.662
C 3.54 0.36 1.97  -0.890
C 4.06 0.60 3.24  -0.932
C 3.24 1.06 4.25  -0.905
C 1.89 1.26 4.02  -1.199
C 1.36 1.02 2.75  0.720
P -0.43 1.16 2.54  2.719
C -1.21 1.86 3.99  0.581
C -0.93 3.19 4.31  -0.168
C -1.55 3.76 5.41  -0.847
C -2.46 3.01 6.16  -0.560
C -2.73 1.69 5.83  -0.836
C -2.10 1.10 4.75  -0.584
C -1.19 -0.36 1.98  -1.141
C -2.67 -0.26 1.75  0.769
C -3.31 -1.61 1.68  -1.149
C -2.62 -2.69 1.30  -0.750
C -1.16 -2.64 1.05  -0.638
C -0.48 -1.47 1.65  -0.310
C 2.06 1.76 -0.86  0.656
C 3.30 2.35 -0.72  -0.864
C 3.69 3.32 -1.62  -1.057
C 2.86 3.66 -2.68  -0.902
C 1.60 3.10 -2.79  -0.813
C 1.17 2.16 -1.86  0.541
P -0.43 1.28 -1.96  1.926
C -1.84 2.45 -1.52  1.379
C -3.10 2.16 -2.32  -1.311
C -4.29 2.45 -1.83  -1.102
C -4.52 3.06 -0.47  0.501
C -2.44 4.44 -0.45  -1.390
C -1.70 3.96 -1.44  -0.898
C -0.62 0.95 -3.72  1.209
C -0.39 -0.35 -4.15  -0.701
C -0.48 -0.64 -5.50  -0.838
C -0.78 0.36 -6.41  -0.718
C -1.01 1.66 -5.97  -0.996
C -0.94 1.96 -4.63  -0.251
H 4.15 -0.05 1.18  0.744
H 5.11 0.41 3.43  0.481
H 3.64 1.25 5.24  0.477
H 1.24 1.58 4.82  0.482
H -0.25 3.77 3.70  0.508
H -1.34 4.78 5.68  0.447
H -2.96 3.47 7.00  0.461
H -3.44 1.12 6.41  0.489
H -2.28 0.07 4.50  0.542
H -3.20 0.44 2.41  0.870
H -4.37 -1.67 1.90  0.566
H -3.10 -3.65 1.21  0.530
H -0.67 -3.59 1.24  0.782
H 0.57 -1.59 1.90  0.627
H 3.97 2.04 0.07  0.522
H 4.66 3.79 -1.52  0.452
H 3.19 4.37 -3.42  0.471
H 0.97 3.35 -3.63  0.437
H -2.99 1.75 -3.31  0.462
H -5.19 2.27 -2.41  0.563
H -5.18 2.41 0.12  0.565
H -2.59 5.47 -0.18  0.732
H -1.13 4.53 -2.15  0.676
H -0.15 -1.11 -3.42  0.105
H -0.32 -1.65 -5.84  0.472
H -0.85 0.13 -7.46  0.437
H -1.25 2.43 -6.68  0.469
H -1.15 2.97 -4.29  0.356
S -2.85 0.44 -0.01  -0.255
C -2.22 2.15 -0.04  -0.630
S -0.59 2.41 0.87  -0.135
C -3.17 3.31 0.26  2.096
C -3.35 3.42 1.69  -0.795
N -3.43 3.30 2.82  -0.416
C -5.20 4.34 -0.65  -0.103
N -5.68 5.36 -0.81  -0.468
Se -0.72 -2.17 -0.91  0.013

As for the multiplicity: 2. The value obtained for the HOMO-LUMO gap (spin up / spin down) is 7.194 / 7.253 eV. The expectation value of S² is 0.77. As for the total charge: +2.

The following is a quantum chemistry calculation of C40H29BF4N6PSSeSn as an isolated structure, from the Open Molecules 2025 dataset.

Each line ends with the Mulliken charge.
Positions of all 84 atoms, in Å:
Sn -0.08 0.83 -0.72  1.213
Se -3.09 8.22 0.27  0.454
N -1.47 7.56 0.28  -0.828
C -1.53 6.24 0.13  0.873
C -0.39 5.37 0.09  0.363
C 0.91 5.86 0.25  -0.344
C 1.96 4.96 0.23  -1.219
C 1.67 3.61 0.02  0.165
N 0.44 3.13 -0.15  -0.129
C -0.60 3.99 -0.10  -0.311
C -1.95 3.47 -0.23  -0.248
N -2.10 2.14 -0.42  -0.152
C -3.32 1.64 -0.54  -0.106
C -4.47 2.41 -0.48  -1.050
C -4.35 3.77 -0.30  -0.331
C -3.07 4.33 -0.17  0.284
C -2.85 5.73 0.00  0.908
N -3.80 6.65 0.05  -0.834
H 1.05 6.92 0.39  0.604
H 2.97 5.28 0.36  0.557
H 2.47 2.89 0.00  0.414
H -3.38 0.57 -0.72  0.510
H -5.44 1.95 -0.59  0.463
H -5.20 4.43 -0.26  0.591
C -2.80 -6.51 -0.12  -0.539
C -1.93 -6.63 0.95  -0.798
C -0.77 -5.87 1.00  -0.219
C -0.51 -4.96 -0.02  0.595
C -1.37 -4.86 -1.12  -0.586
C -2.52 -5.63 -1.16  -0.769
P 0.92 -3.88 0.00  1.006
C 1.80 -3.79 -1.57  0.244
C 2.62 -4.87 -1.92  -0.362
C 3.23 -4.88 -3.16  -0.838
C 3.03 -3.84 -4.05  -0.615
C 2.22 -2.77 -3.70  -0.767
C 1.59 -2.75 -2.47  0.125
C 1.91 -3.80 1.50  0.636
C 3.31 -3.81 1.45  -0.410
C 4.02 -3.71 2.63  -0.858
C 3.36 -3.59 3.85  -0.568
C 1.97 -3.59 3.89  -1.009
C 1.24 -3.70 2.72  -0.411
H -3.69 -7.12 -0.16  0.453
H -2.15 -7.32 1.75  0.462
H -0.09 -5.98 1.83  0.544
H -1.13 -4.19 -1.94  0.426
H -3.19 -5.55 -2.00  0.461
H 2.77 -5.68 -1.22  0.532
H 3.86 -5.72 -3.43  0.470
H 3.50 -3.86 -5.02  0.461
H 2.07 -1.96 -4.40  0.493
H 0.93 -1.92 -2.21  0.193
H 3.82 -3.91 0.51  0.504
H 5.10 -3.74 2.62  0.525
H 3.92 -3.52 4.77  0.468
H 1.46 -3.52 4.84  0.492
H 0.16 -3.72 2.75  0.562
F 0.23 -2.37 0.03  0.062
B -1.88 -1.75 1.18  0.418
F -1.22 -0.72 1.64  -0.175
F -1.94 -2.86 1.84  -0.073
F -2.39 -1.63 -0.01  -0.123
S 6.73 0.25 0.80  -0.144
C 5.05 0.22 0.33  0.690
C 4.07 -0.15 1.27  -0.654
C 2.75 -0.08 0.93  -0.560
N 2.32 0.28 -0.29  0.254
C 3.25 0.57 -1.21  -0.778
C 4.60 0.56 -0.95  -0.821
C 7.15 1.97 0.38  0.373
C 7.38 2.78 1.48  -0.198
C 7.61 4.14 1.25  -0.489
N 7.60 4.66 0.04  -0.530
C 7.44 3.87 -1.00  -0.570
C 7.22 2.50 -0.89  -0.122
H 4.37 -0.43 2.27  0.588
H 1.96 -0.28 1.66  0.463
H 2.87 0.84 -2.20  0.469
H 5.29 0.80 -1.74  0.359
H 7.38 2.38 2.48  0.421
H 7.78 4.82 2.07  0.406
H 7.48 4.35 -1.97  0.407
H 7.14 1.90 -1.78  0.578

As for the multiplicity: 1. The value obtained for the HOMO-LUMO gap is 5.774 eV. As for the total charge: +3.

The following is a quantum chemistry calculation of C40H30BIO3PSTi as an isolated structure, from the Open Molecules 2025 dataset.

Each line ends with the Mulliken charge.
Positions of all 78 atoms, in Å:
Ti -0.24 0.22 -1.06  0.731
I -2.45 1.19 -0.22  0.334
C -2.49 2.64 1.59  0.546
C -3.37 3.71 1.44  -0.774
C -3.92 4.17 2.61  -0.880
C -3.50 3.71 3.87  -0.755
C -2.52 2.73 4.01  0.218
C -2.17 2.24 5.28  -0.864
C -1.07 1.41 5.37  -1.066
C -0.33 1.01 4.22  -0.578
C -0.72 1.37 2.96  0.851
P 0.31 0.83 1.66  0.278
C 1.67 2.08 1.79  1.276
C 1.29 3.38 1.46  -0.616
C 2.30 4.29 1.32  -0.598
C 3.63 4.09 1.75  -0.809
C 3.93 2.79 2.16  -0.708
C 2.99 1.78 2.17  -0.349
C 0.86 -0.83 2.18  0.649
C 0.09 -1.66 2.98  -0.653
C 0.45 -3.00 3.14  -0.637
C 1.64 -3.52 2.62  -0.693
C 2.43 -2.66 1.87  -1.050
C 2.00 -1.35 1.61  -0.398
C -1.88 2.23 2.78  0.856
H -3.74 4.21 0.49  0.377
H -4.80 4.79 2.49  0.433
H -3.92 4.20 4.74  0.424
H -2.74 2.64 6.11  0.479
H -0.77 1.02 6.34  0.450
H 0.53 0.34 4.39  0.641
H 0.21 3.62 1.35  0.237
H 2.02 5.29 1.01  0.452
H 4.34 4.89 1.74  0.497
H 4.98 2.55 2.38  0.387
H 3.27 0.80 2.58  0.499
H -0.82 -1.36 3.50  0.379
H -0.22 -3.63 3.78  0.400
H 1.90 -4.58 2.86  0.462
H 3.42 -2.93 1.60  0.558
H 2.62 -0.64 1.01  0.419
O -0.39 -2.90 -1.31  -0.541
B -1.35 -1.82 -1.01  1.124
O -2.52 -2.34 -0.45  -0.537
C -2.39 -3.72 -0.50  0.623
C -3.12 -4.72 0.04  -0.863
C -2.75 -6.10 -0.09  -0.618
C -1.46 -6.42 -0.59  -0.325
C -0.71 -5.40 -1.22  -0.906
C -1.12 -4.10 -1.06  0.545
H -3.99 -4.40 0.60  0.470
H -3.36 -6.83 0.50  0.351
H -1.02 -7.40 -0.39  0.416
H 0.31 -5.54 -1.65  0.443
O 1.50 0.84 -1.42  -0.127
S 1.15 1.74 -2.83  0.156
C 2.23 0.98 -4.08  0.685
C 3.56 0.81 -3.77  -0.273
C 4.48 0.35 -4.73  -0.773
C 3.90 -0.10 -5.91  -0.351
C 2.55 -0.02 -6.22  -0.938
C 1.68 0.59 -5.29  -0.037
C -0.42 0.93 -3.23  0.298
C -1.50 1.62 -3.72  -0.312
C -2.68 0.88 -3.81  -0.779
C -2.80 -0.49 -3.49  -0.534
C -1.63 -1.22 -3.20  -0.014
C -0.42 -0.46 -3.00  -0.236
H 3.90 1.05 -2.75  0.304
H 5.55 0.43 -4.52  0.440
H 4.54 -0.62 -6.64  0.380
H 2.22 -0.40 -7.15  0.475
H 0.63 0.73 -5.51  0.491
H -1.35 2.69 -3.87  0.536
H -3.59 1.43 -3.99  0.477
H -3.74 -1.00 -3.41  0.503
H -1.75 -2.30 -3.30  0.701
H 0.63 -0.84 -2.97  0.342

As for the multiplicity: 1. The value obtained for the HOMO-LUMO gap (spin up / spin down) is 4.283 / 4.282 eV. As for the total charge: +3.

Molecular weight per entry: 968.99; 985.99; 1186.60; 844.72; 941.23; 807.30 g mol⁻¹